A single C21H23N5O3 molecule, computed with wB97M-V/def2-TZVPD.

Results
total charge	0
energy above the lowest of the compared OMol25 structures with the same formula, charge and spin	0.0	kJ/mol
SMILES	CCN(CC(=O)NC(=O)NCc1ccccc1)Cc1nc2ccccc2c(=O)[nH]1

Each line ends with the Löwdin charge.
CARTESIAN COORDINATES (ANGSTROEM)
1 C 1.3655 2.3520 -3.1016  -0.0730
2 H 0.3634 2.7133 -3.3202  0.0624
3 H 2.0212 2.6589 -3.9120  0.0732
4 C 1.8884 2.8997 -1.7782  -0.2375
5 N 1.1294 2.3781 -0.6548  -0.1886
6 C 1.9216 2.2102 0.5505  -0.1037
7 C 2.6962 0.9246 0.4359  -0.3026
8 N 3.9698 0.9131 0.5850  0.1613
9 C 4.6158 -0.2940 0.4540  -0.2144
10 C 6.0040 -0.3382 0.6197  -0.0184
11 C 6.6766 -1.5318 0.4902  -0.0770
12 C 5.9888 -2.7073 0.1927  -0.0795
13 C 4.6228 -2.6826 0.0254  -0.0122
14 C 3.9231 -1.4820 0.1535  -0.0735
15 C 2.4704 -1.4411 -0.0201  -0.4005
16 O 1.7541 -2.3849 -0.2815  0.0746
17 N 1.9449 -0.1697 0.1495  0.2083
18 H 0.9371 -0.0394 0.0478  0.1257
19 H 4.0629 -3.5766 -0.2049  0.1183
20 H 6.5308 -3.6359 0.0946  0.1015
21 H 7.7487 -1.5602 0.6199  0.1029
22 H 6.5216 0.5797 0.8497  0.1091
23 H 1.2515 2.1265 1.4101  0.1329
24 H 2.6202 3.0396 0.7295  0.1323
25 C -0.1571 2.9897 -0.4417  -0.1015
26 C -1.1260 1.9743 0.1545  -0.4039
27 O -0.8160 0.8159 0.3569  0.0625
28 N -2.3517 2.4844 0.4330  0.1830
29 C -3.5188 1.8197 0.9227  -0.5189
30 O -4.5405 2.4573 1.0151  0.0775
31 N -3.3310 0.5436 1.2634  0.1046
32 H -2.4347 0.1176 1.0499  0.1139
33 C -4.4300 -0.3262 1.6373  -0.1164
34 C -4.7064 -1.3238 0.5406  -0.2137
35 C -3.7952 -2.3426 0.2879  -0.0442
36 C -4.0160 -3.2403 -0.7409  -0.0799
37 C -5.1516 -3.1289 -1.5260  -0.0920
38 C -6.0614 -2.1146 -1.2816  -0.0837
39 C -5.8373 -1.2125 -0.2555  -0.0383
40 H -6.5433 -0.4161 -0.0703  0.1133
41 H -6.9472 -2.0233 -1.8930  0.1018
42 H -5.3262 -3.8312 -2.3276  0.1006
43 H -3.3005 -4.0264 -0.9297  0.1042
44 H -2.9088 -2.4346 0.8992  0.1151
45 H -4.1603 -0.8436 2.5640  0.1289
46 H -5.2999 0.3086 1.8162  0.1209
47 H -2.5317 3.4580 0.2228  0.1552
48 H -0.5643 3.3056 -1.4051  0.1302
49 H -0.1180 3.8778 0.2159  0.1410
50 H 2.9210 2.5706 -1.6480  0.1176
51 H 1.8843 4.0024 -1.7939  0.1220
52 H 1.3379 1.2666 -3.0629  0.0784

=====

A molecular structure, C21H23N5OPdS3, computed with wB97M-V/def2-TZVPD.

Results
total charge	+2
energy above the lowest of the compared OMol25 structures with the same formula, charge and spin	0.0	kJ/mol

Each line ends with the Löwdin charge.
CARTESIAN COORDINATES (ANGSTROEM)
1 Pd -0.9964 -0.2426 0.2619  1.0306
2 C -2.1369 3.1294 0.2090  -0.0789
3 C -2.8240 2.1070 1.0484  -0.6073
4 N -2.4644 0.8471 1.1522  -0.0750
5 C -3.2344 0.1390 2.0598  -0.3092
6 C -4.2381 0.8636 2.6005  -0.2825
7 S -4.1847 2.4665 2.0088  1.1786
8 C -2.7728 -1.2088 2.3423  -0.3118
9 C -3.2930 -2.1385 3.1728  -0.2891
10 S -2.2977 -3.5219 3.1906  1.1844
11 C -1.2201 -2.8070 2.0839  -0.5857
12 N -1.5944 -1.5995 1.7170  -0.0376
13 C -0.0131 -3.5502 1.6228  -0.0520
14 H -1.3006 2.6772 -0.3215  0.0551
15 H -1.7514 3.9363 0.8327  0.1035
16 H -2.8280 3.5679 -0.5104  0.0873
17 H -4.9630 0.5612 3.3386  0.0995
18 H -4.1856 -2.0712 3.7734  0.0997
19 H 0.1267 -4.4473 2.2221  0.0893
20 H 0.8782 -2.9347 1.7177  0.0749
21 H -0.1221 -3.8497 0.5795  0.0947
22 C 1.6346 -2.5656 -2.1472  -0.0092
23 C 0.5158 -1.9367 -1.6492  -0.1100
24 N 0.5691 -1.2483 -0.4993  -0.0915
25 C 1.7230 -1.1319 0.1608  -0.1080
26 C 2.9053 -1.6868 -0.3013  -0.1858
27 C 2.8377 -2.4466 -1.4632  0.0352
28 C 4.1761 -1.5057 0.4277  -0.0243
29 C 4.7105 -0.3674 0.8699  -0.0067
30 C 4.2299 1.0195 0.7126  -0.2619
31 C 4.8979 2.0489 1.3609  0.0131
32 C 4.4178 3.3371 1.1774  -0.0961
33 N 3.3718 3.5981 0.4001  0.0921
34 C 2.8171 2.5478 -0.1938  -0.2007
35 N 3.1767 1.2781 -0.0739  0.1230
36 H 1.5673 -3.1304 -3.0659  0.1243
37 H -0.4388 -1.9570 -2.1528  0.1105
38 H 1.7035 -0.5673 1.0833  0.1268
39 H 3.7301 -2.9249 -1.8476  0.1377
40 H 4.7456 -2.4151 0.5892  0.1244
41 H 5.6586 -0.4486 1.3894  0.1194
42 H 5.7599 1.8573 1.9850  0.1208
43 H 4.8871 4.1834 1.6650  0.1209
44 H 1.9791 2.7527 -0.8528  0.1039
45 C -3.5251 -0.0503 -3.2693  -0.2193
46 S -2.6219 1.1168 -2.2700  0.8990
47 C -1.9657 2.1490 -3.5663  -0.2132
48 O -1.4041 0.3261 -1.7703  -0.6301
49 H -4.3317 0.4830 -3.7724  0.0769
50 H -3.9436 -0.8008 -2.6016  0.0656
51 H -2.8495 -0.5063 -3.9917  0.0752
52 H -2.8002 2.6105 -4.0948  0.0787
53 H -1.3650 1.5387 -4.2390  0.0774
54 H -1.3532 2.9190 -3.1010  0.0635

=====

2 unconnected molecules or ions with the total composition C21H23NO4, computed with wB97M-V/def2-TZVPD.

Results
total charge	-2
DFT total energy	-31823.7854	eV

Each line ends with the Löwdin charge.
CARTESIAN COORDINATES (ANGSTROEM)
1 C 0.2816 2.9464 1.6330  -0.1147
2 C 0.1380 1.9280 0.4035  -0.2191
3 C -1.4063 1.7527 0.1373  -0.1771
4 C -1.8112 1.5563 -1.3782  -0.2883
5 C -2.0842 3.0216 -1.9576  -0.1023
6 C -0.7601 0.8033 -2.2506  -0.1176
7 C -0.3919 1.2916 -3.5884  -0.0389
8 C 0.5971 0.6024 -4.4480  -0.0449
9 C 1.3062 -0.6032 -3.9975  -0.2501
10 N 2.2525 -1.1925 -4.8866  0.0676
11 C 0.9516 -1.1082 -2.6769  -0.0154
12 C -0.0709 -0.4345 -1.8295  -0.0082
13 C -0.3678 -1.1042 -0.4835  -0.3238
14 O -1.4727 -1.2568 0.0131  0.0856
15 C 0.8797 -1.6553 0.2639  -0.0716
16 C 0.9945 -1.5023 1.7094  0.0049
17 C 2.1930 -2.0334 2.3483  -0.0537
18 C 3.2324 -2.6599 1.5143  -0.1015
19 C 3.1145 -2.8174 0.0621  -0.0454
20 C 1.9128 -2.3121 -0.5832  -0.0838
21 C 1.6500 -2.3758 -2.1099  -0.3031
22 O 1.9580 -3.3410 -2.8038  0.0314
23 H 0.2640 4.0142 1.2991  0.0570
24 H 1.1396 2.6755 2.2937  0.0656
25 H -0.6453 2.7768 2.2546  0.0755
26 H 0.6321 0.9846 0.7705  0.0879
27 H 0.7085 2.2817 -0.4925  0.1036
28 H -1.7889 0.9391 0.8148  0.1163
29 H -1.9090 2.6942 0.5066  0.0965
30 H -2.7938 1.0159 -1.4802  0.1422
31 H -1.0546 3.4824 -2.0664  0.0809
32 H -2.6314 3.6702 -1.2333  0.0694
33 H -2.5171 3.0070 -2.9887  0.0614
34 H -0.8539 2.1957 -4.0510  0.0810
35 H 0.8070 1.0130 -5.4669  0.0853
36 H 2.9733 -1.7122 -4.3872  0.0755
37 H 2.6468 -0.4834 -5.5033  0.0730
38 H 0.1448 -1.0088 2.2643  0.1047
39 H 2.2577 -1.9313 3.4543  0.1001
40 H 4.1297 -3.0401 2.0616  0.0769
41 H 3.9211 -3.3055 -0.5238  0.0938
42 O -0.7850 -0.2420 4.3106  -0.3444
43 C -2.1124 -0.4237 4.2711  -0.4971
44 C -2.5221 -1.7713 5.0733  -0.5282
45 O -3.8422 -1.9581 5.0266  -0.3633
46 H -2.5709 -0.5335 3.2660  0.0668
47 H -2.7381 0.3793 4.7173  0.0660
48 H -2.0694 -1.6531 6.0842  0.0602
49 H -1.8870 -2.5721 4.6332  0.0634

=====

A molecular structure, C21H24BrN5O7PS3, computed with wB97M-V/def2-TZVPD.

Results
total charge	-1
energy above the lowest of the compared OMol25 structures with the same formula, charge and spin	0.0	kJ/mol

Each line ends with the Löwdin charge.
CARTESIAN COORDINATES (ANGSTROEM)
1 C 0.8554 0.7006 2.3605  -0.2008
2 S 1.1450 -0.7383 3.3485  0.5419
3 O 2.5704 -0.9824 3.3157  -0.3637
4 O 0.5471 -0.6561 4.6505  -0.3876
5 S 0.2855 -2.3517 2.1625  0.4234
6 O 0.4082 -3.5481 2.9390  -0.3070
7 O 1.1224 -2.2775 0.9900  -0.3480
8 N -1.2022 -1.9628 1.7039  -0.3488
9 S -2.3994 -1.9543 2.7887  0.2831
10 O -3.5410 -2.6017 2.1788  -0.4045
11 O -2.0485 -2.3766 4.1155  -0.3724
12 P -3.3168 0.0299 2.9927  0.4645
13 O -2.8317 0.6315 1.5519  -0.4260
14 Br -2.0893 1.1049 4.5217  0.2828
15 H 1.0355 1.5738 2.9793  0.0674
16 H 1.5997 0.6491 1.5707  0.0622
17 H -0.1228 0.7118 1.8966  0.0234
18 H -3.2277 1.5047 1.4585  0.0231
19 N 0.1420 2.9174 0.3754  0.0691
20 C -0.9792 3.1222 -0.3104  -0.1318
21 C -1.1102 4.0700 -1.3148  -0.0670
22 C -0.0093 4.8512 -1.6232  -0.0819
23 C 1.1682 4.6510 -0.9209  -0.0763
24 C 1.1910 3.6736 0.0629  -0.1462
25 H -1.8099 2.4808 -0.0448  0.0877
26 H -2.0399 4.1861 -1.8523  0.0680
27 H -0.0691 5.5998 -2.4034  0.1020
28 H 2.0538 5.2356 -1.1304  0.0975
29 H 2.0963 3.4833 0.6309  0.1063
30 N 6.4068 -0.4215 1.3731  0.0515
31 C 5.6287 -0.7751 2.3971  -0.1348
32 C 6.0564 -1.5913 3.4353  -0.0597
33 C 7.3550 -2.0679 3.4103  -0.0905
34 C 8.1757 -1.7099 2.3510  -0.0933
35 C 7.6538 -0.8878 1.3650  -0.1768
36 H 4.6139 -0.4005 2.3866  0.0827
37 H 5.3738 -1.8440 4.2347  0.1050
38 H 7.7227 -2.7103 4.2008  0.0993
39 H 9.1974 -2.0606 2.2878  0.0918
40 H 8.2650 -0.5851 0.5203  0.0944
41 N -1.2550 -6.5209 -2.1298  0.0317
42 C -0.6134 -5.3872 -1.8449  -0.1612
43 C -0.9413 -4.5573 -0.7830  -0.0532
44 C -1.9978 -4.9219 0.0337  -0.0565
45 C -2.6792 -6.0957 -0.2485  -0.0727
46 C -2.2689 -6.8549 -1.3336  -0.1828
47 H 0.2085 -5.1343 -2.5068  0.0971
48 H -0.3869 -3.6472 -0.5953  0.0845
49 H -2.2839 -4.2888 0.8618  0.0752
50 H -3.5129 -6.4167 0.3619  0.0974
51 H -2.7769 -7.7818 -1.5829  0.0911
52 N -3.1558 4.2269 -4.1000  0.0531
53 C -2.8661 3.9983 -5.3782  -0.1469
54 C -3.8258 3.8696 -6.3707  -0.0733
55 C -5.1601 3.9818 -6.0161  -0.0823
56 C -5.4778 4.2179 -4.6887  -0.0731
57 C -4.4417 4.3327 -3.7746  -0.1520
58 H -1.8112 3.9110 -5.6142  0.1058
59 H -3.5313 3.6833 -7.3943  0.1002
60 H -5.9394 3.8845 -6.7610  0.1038
61 H -6.5053 4.3094 -4.3651  0.1005
62 H -4.6504 4.5176 -2.7258  0.1037

=====

The records above yield max |F| values of 0.726; 0.864; 2.625; 1.231 eV/A, respectively.